No. 1
The following is a quantum chemistry calculation of an isolated ion of composition C28H38N5O5S2 and charge +1 in a non-equilibrium geometry, from the OMol25 dataset.

Cartesian coordinates (Å):
C1 -3.29172 -4.04752 6.72350
C2 -2.07274 -4.95041 6.62868
H1 -2.30882 -5.88611 6.11959
H2 -1.67301 -5.15602 7.62525
O1 -1.03549 -4.35839 5.82804
C3 -0.25179 -3.47295 6.44716
O2 -0.34566 -3.11939 7.59169
N1 0.74446 -3.00924 5.61504
C4 1.59250 -1.93728 6.07218
H3 1.43207 -1.81934 7.14592
C5 1.22950 -0.64283 5.34084
N2 1.30362 -0.84912 3.88214
H4 2.27414 -1.03995 3.62085
C6 0.43096 -1.94624 3.44614
H5 0.53545 -2.08671 2.36838
H6 -0.59539 -1.64900 3.67460
C7 0.78920 -3.23890 4.19696
H7 0.08379 -4.02747 3.93854
H8 1.79885 -3.56260 3.91531
S1 0.77200 0.83272 3.07725
O3 1.74390 1.69752 3.64107
O4 -0.59064 0.88211 3.46422
C8 1.02739 0.48206 1.37329
C9 -0.04832 0.07259 0.59975
C10 0.16623 -0.19011 -0.73706
C11 1.43698 -0.00342 -1.29098
C12 2.51620 0.34987 -0.47639
C13 2.30839 0.61868 0.86049
H9 3.10915 0.94621 1.50417
H10 3.50210 0.44342 -0.90279
C14 1.66605 -0.47572 -2.70026
O5 2.00415 -1.61920 -2.90232
N3 1.47259 0.44118 -3.69702
C15 1.17119 1.73739 -3.39017
N4 1.05036 2.15182 -2.17957
C16 0.78422 3.48998 -2.11615
C17 0.59487 4.23929 -0.95947
C18 0.33336 5.58597 -1.07813
C19 0.25279 6.21998 -2.32406
C20 0.44039 5.47957 -3.48079
C21 0.70340 4.12675 -3.37018
S2 0.97976 2.96292 -4.64044
H11 0.38415 5.94671 -4.45149
C22 -0.03365 7.68617 -2.39139
H12 -0.05929 8.03437 -3.41985
H13 -0.99294 7.90485 -1.92473
H14 0.73016 8.24473 -1.85261
H15 0.18574 6.17736 -0.18703
H16 0.65797 3.75585 0.00333
C23 1.40560 -0.03348 -5.06650
H17 1.92996 0.66164 -5.72544
H18 1.91276 -0.99915 -5.08318
C24 -0.06466 -0.18179 -5.50555
N5 -0.85479 -0.79032 -4.45111
C25 -0.78019 -2.24367 -4.41874
C26 -1.50014 -2.98300 -5.54951
H19 -1.35262 -4.05257 -5.43036
H20 -1.10987 -2.69467 -6.52239
H21 -2.56787 -2.77900 -5.53105
H22 0.27575 -2.52015 -4.41636
H23 -1.20151 -2.56452 -3.46049
C27 -2.21171 -0.27063 -4.35665
C28 -2.24966 1.13027 -3.74830
H24 -1.67632 1.16393 -2.82416
H25 -1.84711 1.87569 -4.42947
H26 -3.27896 1.40262 -3.53015
H27 -2.71931 -0.25231 -5.33296
H28 -2.76945 -0.94658 -3.70421
H29 -0.47063 0.80773 -5.71657
H30 -0.08095 -0.75307 -6.44321
H31 -0.64313 -0.51485 -1.37186
H32 -1.02363 -0.01885 1.05002
H33 1.90018 0.17334 5.61282
H34 0.20393 -0.34829 5.57467
H35 2.64140 -2.19806 5.89250
H36 -3.03686 -3.12820 7.24481
H37 -3.66724 -3.80643 5.73173
H38 -4.07153 -4.55777 7.28025

Output
- HOMO-LUMO gap (eV) = 7.129
- max |F| (hartree/bohr) = 0.02146
- HOMO (eV) = -10.43
- ΔE to the lowest compared entry with this formula, charge and spin (eV) = 1.554
- SMILES = CCOC(=O)N1CC[NH+](S(=O)(=O)c2ccc(C(=O)N(CCN(CC)CC)c3nc4ccc(C)cc4s3)cc2)CC1
- charge = +1


No. 2
The following is a quantum chemistry calculation of C28H39Cl2CoN4O4 as an isolated structure in a non-equilibrium geometry, from the OMol25 dataset.

Cartesian coordinates (Å):
O1 2.97664 -2.35588 0.90344
C1 4.24835 -2.24826 0.94165
C2 4.99349 -3.48536 0.97931
C3 4.28673 -4.70293 1.08446
H1 3.20095 -4.66735 1.17943
C4 4.97188 -5.91075 1.05059
H2 4.40820 -6.83871 1.13028
C5 6.36797 -5.92899 0.93591
H3 6.91069 -6.87391 0.93616
C6 7.06951 -4.71792 0.80743
H4 8.15651 -4.72646 0.70475
C7 6.39894 -3.49879 0.82493
H5 6.90684 -2.53397 0.72462
H6 4.73377 -1.26710 0.85814
C8 3.32281 0.02093 2.83529
C9 2.55851 0.41174 1.64113
H7 3.40438 0.81444 3.59888
H8 4.34262 -0.27190 2.54605
H9 2.84070 -0.87027 3.26884
C10 1.84305 1.50806 1.37811
C11 1.61714 2.70440 2.27248
H10 1.30985 1.56057 0.42314
H11 2.37977 2.76799 3.05595
H12 0.63263 2.67785 2.76056
H13 1.65352 3.63459 1.69545
Co1 2.00658 -1.09377 0.10864
Cl1 0.09860 -1.39940 1.04581
Cl2 2.94834 -0.28321 -1.64449
H14 0.44734 -4.72508 -2.20118
H15 -1.83026 -4.67540 -0.92207
C12 0.54632 -3.75088 -1.70268
C13 -1.74476 -3.58840 -0.79258
N1 -0.72938 -3.06518 -1.68824
H16 1.27309 -3.13020 -2.23451
C14 -0.89458 -1.89896 -2.35345
O2 -0.05494 -1.40485 -3.11088
H17 -2.70334 -3.10811 -1.01916
H18 -1.87541 -1.41588 -2.15263
H19 0.87793 -3.93428 -0.67105
H20 -1.46757 -3.37035 0.24947
H21 0.14864 4.36332 -3.93971
H22 1.44464 2.69845 -5.47221
C15 0.66624 3.88588 -3.09542
C16 1.88709 2.30556 -4.54340
N2 0.97612 2.50855 -3.42761
H23 0.02877 3.89067 -2.20867
C17 0.50133 1.50021 -2.65470
O3 -0.09058 1.66229 -1.58239
H24 2.09603 1.23638 -4.65205
H25 0.66686 0.49385 -3.06477
H26 1.59270 4.44617 -2.90481
H27 2.83218 2.84451 -4.36725
C18 -5.44097 2.83445 2.30957
N3 -4.09794 2.32769 2.09409
N4 -3.69338 1.75279 0.94357
C19 -2.45551 1.10226 1.14191
O4 -1.85483 0.51852 0.24272
C20 -2.18726 1.31423 2.55020
C21 -3.22800 2.01261 3.08889
C22 -3.50979 2.39702 4.49547
C23 -4.34076 1.88720 -0.30241
C24 -4.87706 3.12098 -0.69728
C25 -5.51828 3.22095 -1.93234
C26 -5.57446 2.10442 -2.77683
C27 -4.98684 0.88962 -2.40046
C28 -4.36069 0.77658 -1.16276
H28 -5.90596 3.10993 1.36561
H29 -5.37305 3.72416 2.94629
H30 -6.06849 2.08685 2.81928
H31 -1.31366 0.91830 3.04053
H32 -3.69467 3.47480 4.59678
H33 -4.36954 1.85094 4.91386
H34 -2.63437 2.15251 5.10754
H35 -4.79043 3.99061 -0.04008
H36 -5.96335 4.17476 -2.22300
H37 -6.06957 2.18565 -3.74261
H38 -5.00474 0.02471 -3.06098
H39 -3.86982 -0.14649 -0.85258

Output
- HOMO-LUMO gap (spin up / spin down) (eV) = 5.767 / 5.681
- max |F| (hartree/bohr) = 0.10165
- HOMO (spin up / spin down) (eV) = -7.12 / -7.13
- ΔE to the lowest compared entry with this formula, charge and spin (eV) = 0.567
- 2S+1 = 5
- <S²> = 6.020


No. 3
The following is a quantum chemistry calculation of a 2-piece molecular cluster, C28H39ClF9N3O8P2S overall in a non-equilibrium geometry, from the OMol25 dataset.

Cartesian coordinates (Å):
C1 1.21609 -1.25128 -2.32211
C2 -0.05520 -1.62912 -1.94096
N1 -1.22304 -0.72718 -1.59339
C3 -2.23640 -0.91484 -2.70543
F1 -2.79698 0.25765 -3.02456
F2 -3.34403 -1.58232 -2.31763
C4 -1.78932 -1.53956 -4.08963
F3 -2.76036 -1.09422 -4.89801
F4 -0.72082 -0.98166 -4.66984
C5 -1.74057 -3.09272 -4.32090
F5 -0.45211 -3.42060 -4.52825
F6 -2.17784 -3.82553 -3.29879
F7 -2.38338 -3.44937 -5.40710
C6 -1.66548 -1.25408 -0.21570
S1 -1.87561 -3.01798 0.12108
O1 -2.33787 -3.00544 1.46018
O2 -0.74476 -3.85173 -0.06583
F8 -3.07189 -3.62216 -0.67720
C7 -0.80756 -0.70505 0.99528
C8 0.48573 -1.49858 1.31772
O3 0.33360 -2.43689 2.38045
C9 0.82829 -1.97285 3.57940
C10 -0.09040 -1.53166 4.51948
C11 0.27455 -1.06694 5.76115
C12 -0.71920 -0.57759 6.79479
C13 1.62869 -1.05230 6.07865
C14 2.55191 -1.49902 5.15151
C15 2.18098 -1.96761 3.89831
C16 3.21935 -2.50109 2.89730
C17 2.87052 -3.98472 2.60686
C18 4.63669 -2.53116 3.50348
N2 -0.50371 0.71345 0.92583
C19 -0.13075 1.33019 2.17972
C20 -1.36149 2.09169 2.78479
C21 -1.28753 3.60620 2.61913
F9 -1.49303 4.17940 3.88155
C22 0.24161 1.00363 -0.28496
N3 0.50396 2.42560 -0.36126
C23 1.71591 2.82510 -0.32387
C24 2.05438 4.04176 -1.15965
C25 2.85172 2.27228 0.51918
C26 -0.84328 0.74882 -1.45687
Cl1 -2.21212 1.76309 -0.84595
P1 -0.26595 1.57559 -3.06201
P2 -1.32458 3.50726 -3.39756
O4 -1.11518 4.46272 -2.31359
O5 -0.59753 4.02881 -4.71432
O6 -2.82227 3.28190 -3.80781
H1 2.05105 -1.40914 -1.63557
H2 1.45131 -0.80052 -3.28638
H3 -0.25994 -2.68965 -2.07551
H4 -2.65089 -0.80703 -0.05263
H5 -1.44180 -0.79962 1.87940
H6 1.30533 -0.83362 1.60472
H7 0.88198 -2.07719 0.47506
H8 -1.14071 -1.55570 4.23710
H9 -0.48533 -1.09598 7.72734
H10 -1.73116 -0.81203 6.47080
H11 -0.58639 0.48432 7.00528
H12 1.93589 -0.71260 7.06017
H13 3.58499 -1.46331 5.46694
H14 3.19545 -1.88972 1.98959
H15 3.57027 -4.38758 1.87172
H16 2.98489 -4.51317 3.55548
H17 1.85120 -4.11573 2.25222
H18 5.05892 -1.53903 3.65499
H19 5.26209 -3.18074 2.89138
H20 4.54150 -3.04307 4.46374
H21 0.68834 2.04173 2.16392
H22 0.12569 0.58192 2.93997
H23 -1.45454 1.82275 3.83836
H24 -2.23646 1.66005 2.29238
H25 -2.09624 3.98990 1.99650
H26 -0.32725 3.96000 2.24240
H27 1.19322 0.47604 -0.43351
H28 1.44998 4.09892 -2.06012
H29 3.12374 4.13107 -1.34281
H30 1.77158 4.91776 -0.55954
H31 3.07426 1.24999 0.18873
H32 3.76138 2.83843 0.32153
H33 2.67415 2.33197 1.59072
H34 1.08717 1.94800 -2.94857
H35 -1.24864 4.10398 -5.45802
H36 -2.86238 2.88336 -4.73379
C27 -2.75177 1.03020 -7.30899
C28 -2.58846 2.53377 -7.54783
O7 -2.17373 3.18093 -6.51841
O8 -2.85833 2.95073 -8.66775
H37 -2.48517 0.80602 -6.27505
H38 -3.78393 0.71864 -7.47588
H39 -2.10503 0.45505 -7.97275

Output
- HOMO-LUMO gap (eV) = 4.020
- max |F| (hartree/bohr) = 0.07403
- HOMO (eV) = -7.48


Among the records above, which one has the highest max |F|?
C28H39Cl2CoN4O4


The highest max |F| belongs to which entry?
C28H39Cl2CoN4O4


Look up the max |F| of the third one.
0.07403 hartree/bohr